[1]
CH4P2 | the ωB97M-V functional and the def2-TZVPD basis

XYZ file:
```
7
Properties=species:S:1:pos:R:3:forces:R:3
P 0.521909 0.354977 0.017452 1.10 -0.45 0.60
H 0.782825 1.300987 -0.944967 -0.63 0.80 -0.54
H -2.015743 -0.110591 -1.105679 -0.03 -0.44 -0.79
H -2.073115 -1.157359 0.768949 -0.07 1.62 -0.82
C 2.102683 0.042340 0.291380 0.04 -1.27 0.20
H 2.825596 -0.693118 0.756480 -1.29 1.00 -0.18
P -2.144157 0.262761 0.216383 0.88 -1.26 1.53
```
Positions in Å, forces in eV/Å.

Largest force on an atom   2.2 eV/Å
Relative energy (zero: lowest compared OMol25 entry of this formula, charge and spin)   3.789 eV
Total charge   0
LUMO (spin up / spin down)   -0.752 / -0.762 eV
Energy   -723.0076 a.u.

Taken from the Mulliken analysis, the atomic charges in e are:
1 P 0.005
2 H 0.072
3 H 0.058
4 H 0.081
5 C -0.316
6 H 0.267
7 P -0.166

[2]
C47H37N8O2SV | the ωB97M-V functional and the def2-TZVPD basis

XYZ file:
```
96
Properties=species:S:1:pos:R:3:forces:R:3
H 0.514619 1.899646 -6.328825 0.00 -0.01 0.00
H 3.532604 2.559772 -3.442664 0.00 -0.01 0.00
C -3.652818 -2.602579 0.059359 -0.01 -0.03 -0.02
C -0.781236 3.940805 1.069345 -0.05 0.10 0.00
H 1.781843 -0.150391 -7.012870 0.00 0.00 0.01
C -0.768325 2.657844 5.304386 0.00 -0.01 -0.01
N -0.813370 -1.075118 1.686024 0.17 -0.10 0.09
C 0.111036 -1.840015 2.306566 -0.03 -0.01 0.03
C -3.339827 1.420719 -2.394967 0.03 -0.03 0.02
C -1.558227 -4.165399 0.761947 0.00 0.03 0.03
N -0.151698 -2.175150 -1.965890 0.11 0.16 -0.07
H -2.170099 -0.409096 -2.253193 0.02 -0.01 -0.02
C 1.538519 3.659706 4.109871 -0.01 0.05 -0.02
C 1.333304 2.804099 -1.929004 -0.01 0.03 -0.01
C -3.466730 2.690809 -1.909486 -0.01 0.00 -0.01
H -4.701082 -3.419092 1.745925 0.01 0.00 0.00
H 1.622061 3.563712 -2.653602 -0.01 0.00 0.00
H 0.208243 -5.336237 -0.877733 0.01 0.01 -0.02
N 0.147102 1.636766 1.054230 -0.10 0.26 0.12
C -0.353448 -3.296593 -1.266606 -0.07 -0.02 0.00
H -3.944958 -0.162515 2.095489 0.01 0.02 0.02
C 3.514356 -2.604768 -0.050024 0.01 0.04 0.00
N 1.972664 0.545732 -1.270839 0.31 -0.33 -0.04
C 4.212640 0.593985 -2.922325 0.01 -0.05 0.03
C 3.358097 1.671067 -2.852491 -0.03 0.04 0.00
H -1.771483 5.844375 0.976882 0.00 -0.01 0.00
C 1.312073 -0.084695 -6.040197 0.00 0.01 -0.01
N -2.556249 -2.547195 -0.688955 -0.01 -0.02 0.06
C 0.011965 1.059423 -4.418293 -0.03 -0.03 0.02
H -0.567711 1.919030 -4.094203 0.01 -0.02 -0.02
H -4.000593 1.035443 -3.158951 0.00 0.00 0.01
C -0.706869 2.643115 0.611620 0.02 0.04 0.04
H -4.235876 3.355533 -2.284911 0.00 0.00 0.01
H -1.668715 2.273676 5.766774 0.01 0.00 0.00
C -2.702851 -4.204364 1.540375 0.01 0.03 0.00
C 3.248180 -3.474067 0.992536 0.02 -0.04 0.00
C 0.742308 -2.199278 -2.964225 0.04 0.04 0.04
C 1.381458 -1.150374 -5.159292 0.00 0.04 0.02
C -1.751397 4.839054 0.575987 0.05 -0.02 0.04
C -2.653385 4.467748 -0.375530 -0.02 -0.04 -0.05
H 4.649237 -1.337022 -2.094789 0.00 0.02 -0.01
C -0.334363 2.137183 4.096077 0.00 -0.03 -0.02
C -2.088117 -1.121013 3.704170 -0.05 -0.02 -0.04
C -0.000415 -2.247440 3.621263 -0.07 0.00 0.03
C -1.909052 -0.734417 2.375443 -0.04 -0.01 -0.07
S 1.415179 1.953257 1.987009 0.18 0.10 -0.11
H -0.388764 4.083787 6.861029 0.00 0.00 -0.01
H -0.092321 4.298687 1.818338 0.04 -0.01 0.02
V 0.144901 -0.065870 -0.139323 -0.64 -0.21 -0.45
C -1.527338 -3.322404 -0.344972 0.00 -0.04 -0.01
H -2.948285 -0.035042 0.637922 0.01 -0.01 -0.01
C 2.640462 -1.548815 -0.278163 0.01 -0.07 0.10
H 1.390227 3.234072 -0.929280 0.01 0.02 0.06
C 0.812690 2.644565 3.505511 0.00 -0.01 0.02
H 5.069688 0.607679 -3.582625 0.00 0.00 0.00
C 3.972661 -0.496149 -2.101088 0.00 0.06 -0.05
H -2.987930 -0.813474 4.220379 0.00 0.00 0.00
H -3.402900 5.155821 -0.744195 0.00 -0.01 0.00
C 1.583670 -3.290007 -3.171342 -0.04 -0.03 0.01
C 1.102010 4.171846 5.323711 0.01 0.01 0.01
H 2.341381 -3.262744 -3.940136 -0.01 -0.03 0.03
C -2.589438 3.155743 -0.903134 -0.07 0.10 -0.02
H 0.790369 -2.819338 4.083920 -0.01 0.02 0.02
C 2.138687 -3.270945 1.797160 -0.02 0.02 0.03
O 2.272483 2.949666 1.389161 -0.02 0.04 0.06
H -4.475922 -1.968573 -0.254727 0.01 -0.01 0.00
H 3.915021 -4.303580 1.187736 -0.01 0.01 0.00
C -2.958913 0.102226 1.713263 -0.02 0.04 0.04
C -1.612053 2.261459 -0.431449 -0.03 0.00 -0.04
C 2.863082 -0.473528 -1.277002 0.08 0.07 0.02
C -3.779992 -3.411982 1.179123 0.01 0.00 0.01
H 1.661089 4.964482 5.803396 0.00 -0.01 0.00
H 2.069152 -5.278720 -2.529138 0.00 0.00 0.00
H -1.236822 -2.153958 5.378027 0.00 -0.01 0.00
H 4.396069 -2.742093 -0.657292 0.00 -0.01 0.02
H 0.303025 2.510995 -2.118305 0.00 -0.02 0.05
C 1.306043 -2.200966 1.512476 0.06 0.01 -0.06
N -1.473483 1.006837 -0.965794 -0.26 0.37 0.13
C 1.431851 -4.416014 -2.383845 0.00 0.03 -0.01
N 0.091075 0.050875 -3.556936 -0.02 0.02 -0.05
C -1.123951 -1.870042 4.340079 0.04 -0.03 0.00
C -2.311254 0.601887 -1.896068 -0.01 -0.01 0.00
H -0.880993 1.344541 3.603925 -0.02 -0.02 -0.02
C 0.762163 -1.040264 -3.914687 0.01 -0.03 -0.01
C 0.610584 1.049484 -5.667732 0.02 -0.01 -0.01
H -0.695726 -4.764080 1.024137 -0.01 0.01 0.00
H -2.791902 1.161894 1.923844 0.04 0.01 0.00
H -2.751946 -4.843095 2.412774 0.00 0.00 -0.01
H 1.883450 -2.057889 -5.460108 0.00 0.02 0.00
C 0.416793 -4.440567 -1.445333 0.03 0.02 0.03
C 2.244886 1.627485 -2.014272 -0.06 -0.07 -0.06
C -0.049195 3.675434 5.918059 0.00 0.00 0.01
N 1.551839 -1.395441 0.477396 0.45 -0.38 0.17
O 2.003710 0.676305 2.316105 -0.05 -0.04 -0.03
H 1.927663 -3.932723 2.624988 0.01 0.00 -0.02
H 2.423844 4.046829 3.623054 -0.01 -0.02 0.00
```
Positions in Å, forces in eV/Å.

Largest force on an atom   0.8 eV/Å
Relative energy (zero: lowest compared OMol25 entry of this formula, charge and spin)   0.389 eV
Total charge   +1
Expectation value of S²   3.76
LUMO (spin up / spin down)   -2.791 / -2.924 eV
Energy   -3743.9650 a.u.
Multiplicity   4

Taken from the Mulliken analysis, the atomic charges in e are:
1 H 0.467
2 H 0.553
3 C -0.468
4 C -0.427
5 H 0.452
6 C -0.842
7 N 2.173
8 C 0.421
9 C -1.290
10 C -0.440
11 N 0.237
12 H 0.450
13 C -0.405
14 C -0.934
15 C -1.261
16 H 0.467
17 H 0.652
18 H 0.495
19 N 1.104
20 C -0.020
21 H 0.729
22 C -0.647
23 N 1.481
24 C -1.346
25 C -0.987
26 H 0.440
27 C -0.761
28 N -0.231
29 C -0.028
30 H 0.389
31 H 0.577
32 C -0.024
33 H 0.443
34 H 0.456
35 C -0.812
36 C -1.822
37 C 1.469
38 C -0.936
39 C -0.958
40 C -1.234
41 H 0.461
42 C 0.200
43 C -0.875
44 C -0.892
45 C -0.199
46 S 1.485
47 H 0.400
48 H 0.571
49 V 0.749
50 C 1.181
51 H -0.343
52 C 0.059
53 H 0.154
54 C -0.384
55 H 0.484
56 C -0.783
57 H 0.584
58 H 0.448
59 C -1.109
60 C -0.655
61 H 0.338
62 C 1.136
63 H 0.502
64 C -0.799
65 O -0.822
66 H 0.460
67 H 0.447
68 C -1.055
69 C -0.643
70 C 0.701
71 C -0.530
72 H 0.411
73 H 0.474
74 H 0.496
75 H 0.562
76 H -0.272
77 C 0.280
78 N 1.675
79 C -1.423
80 N 0.309
81 C -1.358
82 C -0.487
83 H 0.337
84 C 0.303
85 C -1.167
86 H 0.414
87 H 0.058
88 H 0.444
89 H 0.364
90 C -0.520
91 C 0.193
92 C -0.559
93 N 1.353
94 O -0.798
95 H 0.545
96 H 0.516